The molecule C6H12O, computed with ωB97M-V with the def2-TZVPD basis set.

XYZ file:
```
19
Properties=species:S:1:pos:R:3:mulliken_charge:R:1
C -1.958 -1.501 1.551 -1.239
C -1.423 -0.241 0.911 -0.053
O -0.721 -0.618 -0.264 -0.352
C -0.238 0.484 -0.961 -0.135
C 0.521 1.568 -0.232 -0.810
C 1.210 0.720 -1.265 0.212
C 2.328 -0.230 -0.924 -1.322
H -2.739 -1.966 0.938 0.293
H -2.364 -1.293 2.548 0.367
H -1.121 -2.199 1.635 0.300
H -0.731 0.284 1.582 0.199
H -2.219 0.483 0.689 0.310
H -0.862 0.775 -1.809 0.333
H 0.863 1.361 0.782 0.294
H 0.288 2.615 -0.396 0.261
H 1.320 1.203 -2.230 0.386
H 2.353 -1.021 -1.678 0.305
H 2.193 -0.704 0.054 0.284
H 3.301 0.279 -0.932 0.366
```

Results
Strongest force on any atom = 0.519 eV/A
Kohn-Sham gap = 0.391 Eh
Energy above the lowest of the compared OMol25 structures with the same formula, charge and spin = 37.9 kcal/mol
DFT total energy = -310.99889 Ha
E_HOMO = -9.51 eV